Record 1
40
Properties=species:S:1:pos:R:3:nbo_charge:R:1 method="wB97M-V/def2-TZVPD" orbital_gap_ev=5.493 e_tot_ha=-1610.3983 total_charge=-1
C 1.397 -2.055 2.996 -0.6832
C 0.677 -0.779 2.706 0.1340
C -0.750 -0.722 2.782 -0.1753
C -1.383 0.616 2.832 0.6353
O -0.797 1.697 2.619 -0.6531
N -2.731 0.680 3.126 -0.4230
C -3.391 1.962 3.128 -0.4122
C -3.653 -0.432 3.210 -0.4014
N 1.324 0.299 2.313 -0.1859
N 2.591 0.385 2.324 -0.2941
C 3.046 1.697 1.968 0.7301
N 2.085 2.630 1.815 -0.8515
O 4.255 1.838 1.833 -0.6393
H 0.694 -2.895 2.966 0.2303
H 2.185 -2.235 2.254 0.2364
H 1.869 -2.030 3.990 0.2156
H -1.206 -1.498 3.409 0.2197
H -2.641 2.751 3.190 0.2480
H -3.985 2.088 2.211 0.1856
H -4.080 2.015 3.980 0.1808
H -3.145 -1.369 3.445 0.2191
H -4.385 -0.209 3.999 0.1830
H -4.210 -0.555 2.266 0.2000
H 1.114 2.407 2.032 0.4527
H 2.379 3.570 1.608 0.3881
F 0.124 0.163 -3.134 -0.3303
C 0.427 -1.077 -3.620 0.9809
F -0.395 -1.291 -4.698 -0.3431
F 1.703 -1.012 -4.104 -0.3357
C 0.269 -2.149 -2.569 -0.1614
C 0.987 -3.342 -2.687 -0.2481
C 0.800 -4.336 -1.718 -0.2107
C -0.026 -4.126 -0.625 -0.2413
C -0.610 -2.842 -0.424 -0.1793
S -1.356 -2.366 1.002 -0.3146
C -0.583 -1.916 -1.505 -0.2106
H 1.661 -3.481 -3.528 0.2117
H 1.330 -5.278 -1.832 0.2006
H -0.220 -4.905 0.113 0.2132
H -1.180 -1.010 -1.443 0.2293

***

Record 2
29
Properties=species:S:1:pos:R:3:nbo_charge:R:1 method="wB97M-V/def2-TZVPD" orbital_gap_ev=8.757 e_tot_ha=-957.0869 smiles=COP(OC)OCCc1ccccc1
C -3.734 -0.269 1.566 -0.2501
O -2.909 -0.436 0.394 -0.8570
P -1.375 -0.124 0.155 1.6215
O -1.089 -0.648 -1.354 -0.8530
C -1.071 -1.959 -1.891 -0.2483
O -1.465 1.482 -0.253 -0.8229
C -0.438 2.245 -0.820 -0.0530
C 0.887 2.335 0.000 -0.4397
C 1.581 0.956 0.228 -0.0192
C 1.323 0.241 1.356 -0.2220
C 2.061 -0.934 1.610 -0.2116
C 2.892 -1.570 0.685 -0.2195
C 2.962 -0.919 -0.576 -0.2123
C 2.404 0.336 -0.774 -0.2249
H -4.330 0.690 1.380 0.1994
H -3.200 -0.379 2.499 0.1885
H -4.455 -1.129 1.538 0.1899
H 0.011 -2.421 -1.654 0.1911
H -1.355 -1.863 -2.911 0.1937
H -1.948 -2.507 -1.393 0.1815
H -0.284 1.900 -1.798 0.1811
H -0.865 3.237 -0.936 0.1862
H 0.805 2.779 1.144 0.2134
H 1.569 2.877 -0.614 0.2181
H 0.635 0.679 2.117 0.2246
H 1.851 -1.535 2.510 0.2086
H 3.450 -2.509 0.852 0.2216
H 3.357 -1.428 -1.402 0.2045
H 2.731 0.873 -1.656 0.2098

***

Record 3
23
Properties=species:S:1:pos:R:3:nbo_charge:R:1 method="wB97M-V/def2-TZVPD" orbital_gap_ev=10.088 e_tot_ha=-351.3160 smiles=Cc1ccccc1.CC
C -1.607 -1.815 -1.540 -0.6335
C -1.548 -0.842 -0.392 -0.0002
C -2.604 0.068 -0.198 -0.2186
C -2.579 0.911 0.893 -0.2057
C -1.581 0.813 1.857 -0.2258
C -0.547 -0.097 1.684 -0.1885
C -0.520 -0.873 0.529 -0.2331
H -0.635 -1.897 -2.016 0.2179
H -2.280 -1.505 -2.339 0.2141
H -1.979 -2.780 -1.188 0.2215
H -3.363 0.117 -0.969 0.2102
H -3.383 1.595 1.135 0.2114
H -1.595 1.429 2.747 0.2113
H 0.261 -0.127 2.401 0.2111
H 0.249 -1.632 0.421 0.2072
C 2.684 0.723 -1.090 -0.6143
C 3.201 0.950 0.338 -0.6182
H 3.490 0.413 -1.734 0.2034
H 1.867 0.005 -1.124 0.2077
H 2.317 1.655 -1.520 0.2048
H 4.246 0.626 0.447 0.2019
H 2.775 0.265 1.078 0.2056
H 3.132 1.998 0.579 0.2097

***

Record 4
51
Properties=species:S:1:pos:R:3:nbo_charge:R:1 method="wB97M-V/def2-TZVPD" orbital_gap_ev=8.096 e_tot_ha=-2128.5618 smiles="COc1ccc(-c2csc(Nc3ccc(S(=O)(=O)Nc4cc(C)on4)cc3)n2)cc1C"
C 0.694 5.850 1.017 -0.2505
O 0.781 5.165 2.242 -0.4954
C 0.876 3.806 2.227 0.3098
C 0.891 3.026 1.078 -0.3204
C 0.992 1.650 1.171 -0.1195
C 1.078 1.022 2.409 -0.1137
C 1.175 -0.429 2.476 0.1438
C 1.380 -1.190 3.590 -0.4521
S 1.408 -2.872 3.205 0.3439
C 1.131 -2.416 1.518 0.2823
N 1.020 -3.402 0.588 -0.6018
C 0.771 -3.240 -0.762 0.2703
C 0.276 -4.327 -1.489 -0.2577
C -0.078 -4.170 -2.814 -0.1651
C 0.102 -2.942 -3.424 -0.3801
S -0.705 -2.622 -4.981 2.3122
O -0.349 -1.321 -5.449 -0.9245
O -0.627 -3.734 -5.875 -0.9257
N -2.331 -2.579 -4.460 -0.8327
C -2.532 -1.980 -3.238 0.2883
C -2.057 -0.698 -2.852 -0.3914
C -2.438 -0.594 -1.546 0.3528
C -2.212 0.450 -0.518 -0.6670
O -3.100 -1.707 -1.188 -0.2749
N -3.147 -2.569 -2.240 -0.1794
C 0.667 -1.881 -2.739 -0.1531
C 1.005 -2.025 -1.410 -0.2803
N 1.042 -1.153 1.321 -0.5225
C 1.059 1.816 3.559 -0.1666
C 0.960 3.189 3.488 -0.0393
C 0.938 4.043 4.716 -0.6258
H 1.580 5.680 0.397 0.1777
H -0.202 5.563 0.458 0.1763
H 0.634 6.906 1.274 0.2017
H 0.828 3.479 0.101 0.2177
H 1.008 1.052 0.275 0.2150
H 1.523 -0.884 4.605 0.2394
H 0.946 -4.342 0.951 0.4058
H 0.131 -5.279 -1.000 0.2134
H -0.503 -4.983 -3.380 0.2377
H -2.777 -3.481 -4.541 0.4206
H -1.538 0.001 -3.470 0.2521
H -3.111 0.592 0.077 0.2378
H -1.409 0.140 0.150 0.2479
H -1.933 1.385 -0.994 0.2309
H 0.823 -0.952 -3.262 0.2435
H 1.419 -1.204 -0.850 0.2547
H 1.117 1.352 4.531 0.2039
H 0.019 4.627 4.749 0.2243
H 1.768 4.748 4.696 0.2245
H 1.007 3.435 5.614 0.2111

***

Record 5
35
Properties=species:S:1:pos:R:3:nbo_charge:R:1 method="wB97M-V/def2-TZVPD" orbital_gap_ev=10.330 e_tot_ha=-749.1603 smiles="C=CCN1C(=O)OC2(CCCCC2)[C@@]1(C)O"
C -2.471 3.512 -1.175 -0.3781
C -1.305 2.905 -1.289 -0.1909
C -1.100 1.594 -1.988 -0.2618
N -0.408 0.646 -1.143 -0.4960
C 0.828 0.162 -1.454 0.8968
O 1.500 0.482 -2.394 -0.6199
O 1.197 -0.747 -0.533 -0.5168
C 0.263 -0.767 0.555 0.2596
C 0.835 0.086 1.700 -0.4368
C 2.140 -0.504 2.224 -0.3990
C 1.920 -1.930 2.712 -0.3962
C 1.385 -2.781 1.567 -0.4003
C 0.076 -2.208 1.028 -0.4172
C -1.022 -0.090 -0.050 0.4137
C -2.072 -1.074 -0.575 -0.6400
O -1.691 0.749 0.842 -0.7104
H -2.575 4.459 -0.674 0.2015
H -3.371 3.089 -1.588 0.1916
H -0.407 3.342 -0.873 0.1991
H -0.450 1.736 -2.859 0.2539
H -2.057 1.181 -2.317 0.1989
H 1.021 1.100 1.332 0.2067
H 0.096 0.129 2.502 0.2195
H 2.875 -0.508 1.418 0.2121
H 2.520 0.123 3.033 0.2096
H 2.859 -2.348 3.080 0.2116
H 1.203 -1.931 3.538 0.1907
H 2.117 -2.798 0.759 0.2116
H 1.217 -3.806 1.901 0.2096
H -0.685 -2.214 1.810 0.2111
H -0.266 -2.826 0.198 0.2187
H -2.890 -0.505 -1.009 0.2230
H -1.642 -1.724 -1.331 0.2173
H -2.468 -1.661 0.246 0.2251
H -1.164 1.537 1.018 0.4820

***

Record 6
37
Properties=species:S:1:pos:R:3:mulliken_charge:R:1 method="wB97M-V/def2-TZVPD" orbital_gap_ev="5.371 / 5.352" e_tot_ha=-1948.1742 total_charge=+2
C -2.117 0.116 -0.088 -1.3404
I 1.988 0.257 2.568 0.0308
H -2.527 0.114 -1.123 0.5460
H -2.260 1.073 0.443 0.4488
H -2.311 -0.835 0.467 0.4100
Tl 0.425 -0.091 -1.628 0.9732
P 0.216 2.635 -0.195 0.5569
C 0.034 3.708 1.317 -1.1182
C 1.931 3.098 -0.634 -1.0829
H 2.012 4.169 -0.828 0.3970
H -0.430 4.628 -1.490 0.4211
H 2.238 2.538 -1.518 0.3777
H -0.612 3.123 -2.439 0.3356
H 0.760 3.376 2.076 0.3199
H 2.592 2.826 0.191 0.3470
C -0.739 3.578 -1.445 -1.1301
H 0.207 4.772 1.082 0.4151
H -1.810 3.533 -1.204 0.3613
H -0.973 3.593 1.740 0.3639
P 0.144 -2.694 -0.176 0.6070
C -0.068 -3.710 1.378 -1.1368
C -0.838 -3.614 -1.401 -1.1534
H 2.206 -2.610 -1.465 0.3818
H 1.937 -4.272 -0.825 0.3816
H 2.535 -2.963 0.253 0.3626
C 1.879 -3.196 -0.596 -1.1293
H -0.743 -3.141 -2.387 0.3450
H -0.546 -4.666 -1.483 0.4126
H 0.091 -4.790 1.190 0.4099
H -1.089 -3.558 1.767 0.3713
H -1.897 -3.566 -1.121 0.3663
H 0.648 -3.360 2.137 0.3494
Cl 1.666 -0.004 -3.730 -0.2846
N -1.044 -0.013 2.112 -0.4583
H -1.660 0.777 2.060 0.2313
H -0.332 0.093 2.835 0.1228
H -1.512 -0.924 2.159 0.1878